Record 1
Formula: C11H24CoF8N2O11S4
Source: OMol25
Level of theory: the ωB97M-V functional and the def2-TZVPD basis

CARTESIAN COORDINATES (ANGSTROEM)
Co (-13.95, 22.06, -23.79)
N (-13.33, 19.72, -21.94)
S (-13.73, 18.21, -21.82)
O (-14.70, 17.97, -20.78)
O (-12.72, 17.18, -22.14)
F (-14.61, 18.18, -23.18)
S (-12.24, 19.49, -20.51)
O (-10.80, 19.76, -20.76)
O (-12.55, 18.55, -19.43)
F (-12.75, 20.87, -19.80)
C (-17.25, 24.95, -27.15)
F (-18.03, 24.77, -26.07)
F (-18.00, 24.88, -28.22)
F (-16.72, 26.20, -27.06)
S (-15.79, 23.65, -27.18)
O (-15.79, 22.98, -28.48)
O (-14.55, 24.31, -26.85)
N (-16.20, 22.54, -25.88)
S (-17.37, 21.75, -26.50)
O (-18.39, 22.44, -27.30)
O (-16.89, 20.49, -27.15)
C (-18.41, 21.32, -24.96)
F (-19.42, 20.55, -25.42)
F (-17.72, 20.56, -24.08)
F (-18.78, 22.38, -24.30)
C (-17.62, 25.43, -20.96)
C (-16.09, 25.01, -20.77)
C (-15.97, 25.08, -19.21)
O (-15.88, 23.70, -21.27)
H (-18.33, 24.91, -20.32)
H (-17.91, 25.52, -22.00)
H (-17.74, 26.46, -20.63)
H (-15.39, 25.71, -21.22)
H (-14.95, 24.81, -18.92)
H (-16.71, 24.49, -18.67)
H (-16.14, 26.10, -18.86)
H (-16.49, 23.13, -20.82)
C (-10.34, 20.88, -28.05)
C (-11.51, 20.21, -27.42)
C (-11.40, 18.66, -27.28)
O (-11.72, 20.71, -26.14)
H (-10.14, 21.84, -27.56)
H (-10.46, 21.00, -29.12)
H (-9.39, 20.36, -27.89)
H (-12.40, 20.42, -28.02)
H (-12.35, 18.34, -26.85)
H (-10.72, 18.17, -26.58)
H (-11.20, 18.17, -28.23)
H (-10.88, 20.67, -25.68)
C (-9.23, 24.79, -23.72)
C (-10.29, 24.39, -22.72)
C (-10.44, 25.19, -21.36)
O (-11.59, 24.39, -23.27)
H (-9.34, 25.75, -24.23)
H (-9.08, 24.14, -24.58)
H (-8.27, 24.86, -23.20)
H (-10.17, 23.34, -22.49)
H (-10.75, 26.23, -21.37)
H (-9.44, 25.34, -20.94)
H (-11.15, 24.69, -20.69)
H (-11.66, 25.33, -23.49)

Calculated values
- max |F| (eV/Å) = 9.1
- HOMO level (alpha / beta) (eV) = -9.345 / -9.341
- calculated total energy (eV) = -139994.078
- relative energy (zero: lowest compared OMol25 entry of this formula, charge and spin) (kJ/mol) = 1175.1
- multiplicity = 4

---

Record 2
Formula: C2H7N4
Source: OMol25
Level of theory: the ωB97M-V functional and the def2-TZVPD basis

CARTESIAN COORDINATES (ANGSTROEM)
C (1.37, 0.02, 0.46)
C (-0.80, 2.06, 0.53)
N (1.01, 1.00, 1.53)
N (0.04, 1.67, 1.35)
N (0.46, -0.01, -0.58)
N (-0.37, -1.19, -0.47)
H (2.38, 0.36, -0.02)
H (1.62, -0.85, 0.99)
H (-1.74, 2.20, 0.87)
H (-0.67, 2.62, -0.32)
H (-1.26, -1.05, 0.04)
H (0.24, -2.14, -0.28)
H (-0.64, -1.40, -1.37)

Calculated values
- net charge = +1
- max |F| (eV/Å) = 3.9
- HOMO level (alpha / beta) (eV) = -13.539 / -13.540
- calculated total energy (eV) = -8135.038
- relative energy (zero: lowest compared OMol25 entry of this formula, charge and spin) (kJ/mol) = 695.5
- multiplicity = 1

---

Record 3
Formula: C4H16N3
Source: OMol25
Level of theory: the ωB97M-V functional and the def2-TZVPD basis

CARTESIAN COORDINATES (ANGSTROEM)
N (-0.57, 1.25, 0.49)
C (-2.07, 1.13, 0.60)
C (-2.53, -0.18, -0.02)
N (-3.99, -0.21, 0.19)
H (-0.06, 0.70, 1.23)
H (-0.19, 0.96, -0.44)
H (-0.29, 2.25, 0.63)
H (-2.30, 1.18, 1.66)
H (-2.48, 1.99, 0.09)
H (-2.27, -0.17, -1.08)
H (-1.99, -1.02, 0.43)
H (-4.41, -0.98, -0.30)
H (-4.15, -0.45, 1.16)
C (2.20, -0.28, 0.41)
N (3.41, -0.87, -0.10)
C (3.47, -0.87, -1.57)
H (2.15, 0.75, 0.02)
H (1.25, -0.78, 0.16)
H (2.26, -0.15, 1.50)
H (3.49, -1.83, 0.20)
H (2.92, -1.72, -1.99)
H (4.51, -0.95, -1.87)
H (3.06, 0.06, -1.97)

Calculated values
- max |F| (eV/Å) = 0.9
- HOMO level (alpha / beta) (eV) = -3.570 / -8.927
- calculated total energy (eV) = -8873.953
- relative energy (zero: lowest compared OMol25 entry of this formula, charge and spin) (kJ/mol) = 57.6
- multiplicity = 2

---

Record 4
Formula: C2As3F24NO4S2Ti
Source: OMol25
Level of theory: the ωB97M-V functional and the def2-TZVPD basis

CARTESIAN COORDINATES (ANGSTROEM)
Ti (12.14, -15.47, 19.72)
C (12.89, -17.38, 22.30)
F (11.64, -17.40, 22.72)
F (13.54, -18.40, 22.80)
F (12.86, -17.48, 20.99)
S (13.70, -15.81, 22.88)
O (13.05, -15.42, 24.09)
O (15.10, -16.18, 23.05)
N (13.31, -14.76, 21.52)
S (14.64, -13.96, 21.40)
O (15.09, -13.36, 22.65)
O (15.67, -14.62, 20.62)
C (14.12, -12.51, 20.32)
F (12.91, -12.06, 20.68)
F (15.00, -11.53, 20.44)
F (14.02, -12.88, 19.05)
As (9.78, -12.37, 17.65)
F (11.15, -12.24, 16.55)
F (10.65, -13.54, 18.66)
F (8.44, -12.56, 18.75)
F (8.94, -11.06, 16.79)
F (9.10, -13.52, 16.57)
F (10.55, -11.10, 18.60)
As (8.96, -18.18, 19.79)
F (8.56, -17.72, 18.14)
F (10.29, -16.99, 19.80)
F (9.25, -18.47, 21.51)
F (7.68, -19.41, 19.74)
F (10.09, -19.42, 19.39)
F (7.80, -16.94, 20.31)
As (14.26, -17.69, 17.46)
F (13.78, -17.50, 15.79)
F (12.69, -17.01, 17.97)
F (14.76, -17.85, 19.11)
F (15.76, -18.35, 16.89)
F (14.91, -16.07, 17.41)
F (13.54, -19.28, 17.62)

Calculated values
- net charge = -3
- max |F| (eV/Å) = 4.6
- HOMO level (alpha / beta) (eV) = 2.317 / -3.086
- calculated total energy (eV) = -304285.511
- multiplicity = 4

---

Record 5
Formula: C18H47NNdO4Si2
Source: OMol25
Level of theory: the ωB97M-V functional and the def2-TZVPD basis

CARTESIAN COORDINATES (ANGSTROEM)
O (-0.80, 1.46, -2.90)
O (1.16, -0.32, -4.77)
C (-1.99, 0.88, -3.59)
C (-3.25, 1.50, -3.05)
H (-1.97, -0.20, -3.41)
H (-1.86, 1.01, -4.66)
H (-3.30, 1.40, -1.96)
H (-4.11, 1.00, -3.49)
H (-3.27, 2.56, -3.30)
C (-0.22, 2.69, -3.43)
C (-0.54, 2.89, -4.90)
H (0.87, 2.62, -3.28)
H (-0.62, 3.50, -2.82)
H (-0.11, 2.11, -5.53)
H (-0.09, 3.84, -5.21)
H (-1.62, 2.99, -5.07)
C (2.56, 0.33, -4.60)
C (0.91, -1.33, -5.91)
C (2.74, 1.50, -5.53)
H (3.28, -0.48, -4.78)
H (2.58, 0.63, -3.56)
H (2.69, 1.21, -6.58)
H (3.75, 1.91, -5.34)
H (2.02, 2.31, -5.34)
C (1.39, -0.85, -7.25)
H (-0.17, -1.44, -5.90)
H (1.39, -2.26, -5.60)
H (0.89, 0.06, -7.58)
H (1.14, -1.62, -7.98)
H (2.47, -0.70, -7.29)
H (0.87, -0.88, -3.93)
Nd (-0.04, 0.63, -0.94)
C (-0.30, -1.71, -2.74)
Si (0.33, -3.29, -1.98)
H (-1.29, -1.59, -2.24)
H (-0.56, -1.92, -3.78)
C (-0.16, -4.72, -3.10)
C (-0.40, -3.66, -0.30)
C (2.20, -3.23, -1.94)
C (-1.41, 2.39, -0.15)
Si (-0.06, 3.65, 0.13)
H (-1.92, 2.13, 0.79)
H (-2.14, 2.86, -0.82)
C (-0.47, 5.21, -0.81)
C (1.67, 3.08, -0.40)
C (0.08, 4.07, 1.94)
H (2.58, -2.66, -2.80)
H (2.57, -4.26, -2.05)
H (2.61, -2.81, -1.02)
H (-1.25, -4.85, -3.13)
H (0.30, -5.66, -2.75)
H (0.20, -4.53, -4.12)
H (-1.12, -2.91, 0.06)
H (0.35, -3.77, 0.50)
H (-0.96, -4.60, -0.38)
H (2.07, 3.88, -1.03)
H (1.86, 2.15, -0.97)
H (2.32, 3.06, 0.50)
H (0.17, 5.16, 2.04)
H (0.96, 3.61, 2.43)
H (-0.82, 3.77, 2.48)
H (-0.08, 6.08, -0.27)
H (-1.56, 5.33, -0.89)
H (-0.03, 5.24, -1.82)
N (0.28, 0.46, 1.61)
C (1.13, -0.70, 1.97)
C (2.00, -1.12, 0.79)
O (2.63, -2.17, 0.96)
O (1.97, -0.37, -0.27)
H (0.76, 1.33, 1.89)
H (-0.57, 0.49, 2.18)
H (1.79, -0.47, 2.83)
H (0.50, -1.55, 2.27)

Calculated values
- net charge = +1
- max |F| (eV/Å) = 2.6
- HOMO level (alpha / beta) (eV) = -10.471 / -10.465
- calculated total energy (eV) = -60134.045
- relative energy (zero: lowest compared OMol25 entry of this formula, charge and spin) (kJ/mol) = 0.0
- multiplicity = 4

---

Record 6
Formula: CH4Cl2SSi
Source: OMol25
Level of theory: the ωB97M-V functional and the def2-TZVPD basis

CARTESIAN COORDINATES (ANGSTROEM)
C (0.62, 0.63, 1.61)
Si (-0.32, -0.89, -0.77)
S (-1.42, 0.71, -1.67)
Cl (-0.39, 0.15, 2.90)
Cl (2.21, 0.06, 1.85)
H (0.64, 1.66, 1.22)
H (0.58, -1.11, -1.92)
H (-1.28, -1.91, -0.48)
H (-0.65, 0.69, -2.73)

Calculated values
- max |F| (eV/Å) = 2.3
- HOMO level (alpha / beta) (eV) = -7.921 / -8.429
- calculated total energy (eV) = -44856.828
- relative energy (zero: lowest compared OMol25 entry of this formula, charge and spin) (kJ/mol) = 387.4
- multiplicity = 1

---

Record 7
Formula: C5H9NO2
Source: OMol25
Level of theory: the ωB97M-V functional and the def2-TZVPD basis

CARTESIAN COORDINATES (ANGSTROEM)
C (0.29, -0.52, -0.08)
C (1.82, -0.59, -0.22)
C (0.25, 0.94, -0.21)
C (-1.05, 1.22, 0.40)
C (-1.04, -0.89, -0.81)
H (-1.41, -1.49, 1.10)
H (2.59, -1.24, 0.26)
H (1.97, -0.32, -1.36)
H (1.93, 0.68, 1.17)
H (0.11, 1.47, -1.09)
H (-1.32, 1.34, 1.56)
H (-1.63, 2.06, 0.10)
H (-1.37, -1.89, -0.50)
H (-0.89, -0.81, -1.90)
N (1.87, 0.87, 0.24)
O (-0.19, -1.02, 1.35)
O (-1.93, 0.19, -0.02)

Calculated values
- max |F| (eV/Å) = 6.4
- HOMO level (eV) = -9.594
- calculated total energy (eV) = -10908.310
- relative energy (zero: lowest compared OMol25 entry of this formula, charge and spin) (kJ/mol) = 797.5
- multiplicity = 1

---

Record 8
Formula: C32H19F15GeIN7OPPbS
Source: OMol25
Level of theory: the ωB97M-V functional and the def2-TZVPD basis

CARTESIAN COORDINATES (ANGSTROEM)
Pb (1.58, 0.47, 1.17)
C (7.13, 0.94, -1.36)
N (6.16, 0.94, -0.27)
C (6.46, 1.05, 1.06)
C (5.27, 1.02, 1.72)
N (4.25, 0.90, 0.82)
C (4.81, 0.86, -0.37)
P (3.92, 0.64, -1.95)
C (2.66, 1.93, -1.66)
N (1.95, 2.13, -0.55)
C (1.41, 3.38, -0.64)
C (1.78, 3.94, -1.83)
N (2.57, 3.03, -2.46)
C (3.11, 3.20, -3.80)
C (3.06, -0.90, -1.52)
N (2.68, -1.24, -0.30)
C (2.38, -2.57, -0.34)
C (2.56, -3.03, -1.60)
N (3.00, -1.98, -2.34)
C (3.24, -2.00, -3.78)
H (8.13, 1.01, -0.95)
H (6.96, 1.80, -2.02)
H (7.04, 0.03, -1.95)
H (7.47, 1.13, 1.42)
H (5.08, 1.07, 2.78)
H (0.80, 3.79, 0.14)
H (1.55, 4.90, -2.26)
H (3.45, 4.22, -3.92)
H (2.33, 3.00, -4.54)
H (3.94, 2.52, -3.96)
H (2.05, -3.10, 0.54)
H (2.41, -4.01, -2.03)
H (3.69, -2.95, -4.05)
H (3.91, -1.19, -4.06)
H (2.30, -1.89, -4.32)
N (-1.64, 2.80, 0.66)
C (-1.04, 3.02, 1.84)
O (-0.09, 2.34, 2.24)
C (-1.55, 4.19, 2.64)
I (-3.34, 3.66, 3.69)
H (-1.44, 1.93, 0.17)
H (-2.50, 3.27, 0.43)
H (-1.80, 5.03, 2.01)
H (-0.82, 4.47, 3.39)
F (-3.60, 1.65, -0.10)
C (-4.13, 0.72, -0.92)
C (-3.70, -0.59, -0.82)
C (-4.24, -1.48, -1.74)
F (-3.85, -2.76, -1.76)
C (-5.18, -1.09, -2.69)
F (-5.68, -1.97, -3.55)
C (-5.58, 0.23, -2.75)
F (-6.46, 0.62, -3.65)
C (-5.04, 1.15, -1.86)
F (-5.40, 2.43, -1.93)
Ge (-2.25, -1.08, 0.42)
S (-0.48, -0.24, -0.54)
C (-2.55, -0.42, 2.26)
C (-1.53, -0.66, 3.17)
F (-0.40, -1.26, 2.74)
C (-1.62, -0.34, 4.51)
F (-0.61, -0.56, 5.34)
C (-2.80, 0.23, 4.98)
F (-2.91, 0.56, 6.25)
C (-3.85, 0.45, 4.10)
F (-4.98, 0.98, 4.56)
C (-3.71, 0.13, 2.76)
F (-4.75, 0.36, 1.96)
C (-2.51, -3.02, 0.74)
C (-3.70, -3.40, 1.32)
F (-4.62, -2.47, 1.62)
C (-4.02, -4.72, 1.59)
F (-5.17, -5.04, 2.16)
C (-3.11, -5.71, 1.25)
F (-3.39, -6.98, 1.50)
C (-1.91, -5.37, 0.65)
F (-1.04, -6.31, 0.31)
C (-1.64, -4.03, 0.40)
F (-0.48, -3.75, -0.21)

Calculated values
- net charge = +1
- max |F| (eV/Å) = 0.7
- HOMO level (eV) = -11.057
- calculated total energy (eV) = -176716.493
- relative energy (zero: lowest compared OMol25 entry of this formula, charge and spin) (kJ/mol) = 0.0
- multiplicity = 1

---

Record 9
Formula: C6H6O5SSm
Source: OMol25
Level of theory: the ωB97M-V functional and the def2-TZVPD basis

CARTESIAN COORDINATES (ANGSTROEM)
O (3.33, 0.86, -0.91)
C (2.47, 0.20, -1.02)
Sm (0.94, -1.11, -1.01)
O (3.37, -4.29, -1.63)
C (2.72, -3.41, -1.53)
C (0.32, 0.08, -2.88)
O (0.03, 0.64, -3.73)
C (-0.75, -2.14, -1.46)
O (-1.64, -2.75, -1.59)
C (-0.31, 2.35, 1.64)
S (-0.22, 0.53, 1.55)
C (-1.99, 0.19, 1.89)
O (-0.34, 0.44, -0.02)
H (-0.54, 2.61, 2.64)
H (-1.09, 2.68, 0.94)
H (0.65, 2.74, 1.33)
H (-2.58, 0.72, 1.14)
H (-2.15, -0.88, 1.79)
H (-2.20, 0.53, 2.87)

Calculated values
- net charge = +3
- max |F| (eV/Å) = 8.4
- HOMO level (alpha / beta) (eV) = -22.346 / -22.384
- calculated total energy (eV) = -45257.459
- relative energy (zero: lowest compared OMol25 entry of this formula, charge and spin) (kJ/mol) = 573.2
- multiplicity = 6

---

Record 10
Formula: C3H2N2O2
Source: OMol25
Level of theory: the ωB97M-V functional and the def2-TZVPD basis

CARTESIAN COORDINATES (ANGSTROEM)
O (-2.71, 0.26, -0.28)
C (-1.60, -0.01, 0.04)
C (-0.29, -0.32, -0.68)
N (0.49, 0.72, -0.74)
C (1.53, 0.32, 0.04)
N (1.45, -0.90, 0.50)
O (0.27, -1.36, -0.04)
H (-1.20, 0.02, 1.08)
H (2.31, 1.00, 0.37)

Calculated values
- max |F| (eV/Å) = 0.9
- HOMO level (eV) = -11.145
- calculated total energy (eV) = -10215.116
- relative energy (zero: lowest compared OMol25 entry of this formula, charge and spin) (kJ/mol) = 296.6
- multiplicity = 1

---

Record 11
Formula: C2H5NSi
Source: OMol25
Level of theory: the ωB97M-V functional and the def2-TZVPD basis

CARTESIAN COORDINATES (ANGSTROEM)
C (-2.36, -0.39, 0.06)
C (-1.27, 0.12, 0.04)
N (-0.05, 0.62, 0.11)
Si (1.47, -0.19, -0.02)
H (-3.32, -0.81, 0.03)
H (-0.05, 1.81, -0.13)
H (1.17, -1.61, 0.05)
H (2.29, 0.28, 1.11)
H (2.13, 0.18, -1.27)

Calculated values
- max |F| (eV/Å) = 5.5
- HOMO level (eV) = -8.629
- calculated total energy (eV) = -11520.106
- relative energy (zero: lowest compared OMol25 entry of this formula, charge and spin) (kJ/mol) = 163.9
- multiplicity = 1

---

Record 12
Formula: CHLiORh
Source: OMol25
Level of theory: the ωB97M-V functional and the def2-TZVPD basis

CARTESIAN COORDINATES (ANGSTROEM)
H (2.41, 0.35, 0.97)
O (3.99, 1.71, 1.63)
C (3.21, 0.94, 1.29)
Rh (0.90, -0.77, 0.26)
Li (-1.66, 0.48, -0.64)

Calculated values
- net charge = +1
- max |F| (eV/Å) = 3.3
- HOMO level (alpha / beta) (eV) = -9.684 / -14.051
- calculated total energy (eV) = -6299.214
- relative energy (zero: lowest compared OMol25 entry of this formula, charge and spin) (kJ/mol) = 0.0
- multiplicity = 5